(1)
{"formula": "C18H23N7OS", "method": "the ωB97M-V functional and the def2-TZVPD basis", "species": ["C", "C", "C", "C", "S", "C", "N", "C", "C", "N", "C", "C", "N", "N", "N", "N", "C", "C", "C", "C", "C", "O", "C", "C", "N", "C", "C", "H", "H", "H", "H", "H", "H", "H", "H", "H", "H", "H", "H", "H", "H", "H", "H", "H", "H", "H", "H", "H", "H", "H"], "xyz": [[2.206, -6.349, -0.666], [1.888, -6.506, -2.010], [0.979, -5.664, -2.627], [0.399, -4.667, -1.869], [-0.770, -3.468, -2.363], [-0.741, -2.849, -0.680], [-1.563, -1.855, -0.312], [-2.247, -1.012, -1.262], [-1.505, 0.329, -1.388], [-1.325, 1.000, -0.114], [-2.542, 1.611, 0.399], [-2.255, 2.476, 1.570], [-2.855, 2.424, 2.738], [-2.341, 3.403, 3.469], [-1.465, 4.049, 2.822], [-1.371, 3.504, 1.606], [-0.440, 3.969, 0.622], [0.997, 3.887, 1.172], [2.006, 4.546, 0.210], [3.096, 3.483, 0.061], [2.303, 2.203, 0.311], [1.392, 2.537, 1.338], [-0.673, 0.108, 0.835], [-1.394, -1.238, 0.990], [0.056, -3.468, 0.115], [0.709, -4.495, -0.503], [1.626, -5.352, 0.094], [2.917, -7.020, -0.208], [2.354, -7.293, -2.583], [0.727, -5.780, -3.669], [-3.268, -0.845, -0.901], [-2.299, -1.508, -2.231], [-0.507, 0.139, -1.799], [-2.041, 0.991, -2.073], [-3.312, 0.893, 0.719], [-2.967, 2.231, -0.399], [-0.674, 5.010, 0.378], [-0.538, 3.331, -0.259], [1.005, 4.349, 2.166], [1.532, 4.740, -0.753], [2.387, 5.484, 0.606], [3.855, 3.604, 0.834], [3.574, 3.497, -0.915], [1.762, 1.899, -0.597], [2.907, 1.368, 0.666], [0.340, -0.073, 0.467], [-0.596, 0.609, 1.800], [-2.383, -1.096, 1.438], [-0.810, -1.911, 1.615], [1.865, -5.225, 1.138]], "nbo_charge": [-0.210, -0.230, -0.245, -0.143, 0.265, 0.331, -0.434, -0.230, -0.227, -0.448, -0.275, 0.330, -0.305, -0.063, -0.071, -0.186, -0.246, 0.086, -0.432, -0.426, -0.069, -0.528, -0.240, -0.239, -0.530, 0.097, -0.210, 0.213, 0.213, 0.216, 0.199, 0.221, 0.204, 0.202, 0.207, 0.219, 0.216, 0.241, 0.207, 0.201, 0.227, 0.210, 0.217, 0.157, 0.200, 0.206, 0.227, 0.196, 0.255, 0.222], "charge": 0, "homo_lumo_gap_ev": 8.210, "spin_multiplicity": 1, "total_energy_ev": -42352.0086, "lumo_energy_ev": 0.431, "smiles": "c1ccc2sc(N3CCN(Cc4nnnn4C[C@@H]4CCCO4)CC3)nc2c1"}



(2)
{"formula": "C5H6O2S", "method": "the ωB97M-V functional and the def2-TZVPD basis", "species": ["S", "C", "O", "C", "C", "C", "C", "O", "H", "H", "H", "H", "H", "H"], "xyz": [[0.362, 3.511, -1.266], [0.116, 1.999, -0.735], [0.258, 0.982, -1.531], [-0.096, -0.355, -1.000], [1.012, -0.795, -0.124], [0.540, -0.963, 1.098], [-0.949, -0.816, 1.115], [-1.208, -0.311, -0.239], [-0.089, 1.770, 0.291], [-0.322, -0.934, -1.885], [2.029, -0.808, -0.581], [1.252, -1.307, 1.897], [-1.498, -1.803, 1.127], [-1.405, -0.171, 1.834]], "nbo_charge": [-0.083, 0.059, -0.492, 0.332, -0.237, -0.212, -0.105, -0.509, 0.167, 0.186, 0.243, 0.241, 0.203, 0.207], "charge": 0, "homo_lumo_gap_ev": 9.086, "spin_multiplicity": 1, "relative_energy_ev": 1.7347, "total_energy_ev": -20210.4717, "lumo_energy_ev": 0.667, "smiles": "S=CO[C@H]1C=CCO1"}



(3)
{"formula": "CHClNOP", "method": "the ωB97M-V functional and the def2-TZVPD basis", "species": ["C", "N", "O", "P", "Cl", "H"], "xyz": [[-2.232, -0.117, -0.732], [-2.717, -0.231, 0.341], [-1.696, -0.086, -1.784], [0.314, -1.209, 0.720], [0.296, -1.842, -1.130], [0.727, 0.118, 0.432]], "nbo_charge": [0.610, -0.568, -0.592, 0.711, -0.111, -0.050], "charge": 0, "homo_lumo_gap_ev": [6.164, 6.117], "spin_multiplicity": 1, "relative_energy_ev": 3.5033, "total_energy_ev": -26399.0038, "lumo_energy_ev": [-3.375, -3.390]}